51
Properties=species:S:1:pos:R:3:mulliken_charge:R:1 method="wB97M-V/def2-TZVPD" gap_ev="6.9 / 6.6" charge=+1 multiplicity=3 total_energy_ha=-3189.04454 e_homo_ev="-9.518 / -11.169" e_lumo_ev="-2.615 / -4.529" s2=2.0455 de_lowest_ev=0.786
C -0.31 1.16 3.97 -0.53
C -2.43 2.06 -1.90 -1.46
C -1.42 -2.18 -3.36 -0.67
H -1.28 1.21 4.50 0.27
H -2.41 -2.51 -3.67 0.46
H 2.65 1.82 -4.48 0.32
O -0.71 -0.93 2.72 -0.63
C -3.49 0.92 0.49 -1.31
C -0.43 0.27 2.75 0.17
H -3.35 -0.50 -2.41 0.49
H -1.71 1.96 -2.72 0.37
H 0.39 0.71 4.69 0.29
C 1.84 -2.17 1.26 -1.16
O 2.91 2.47 -3.80 -0.63
N -0.11 -0.93 -1.79 0.28
C -2.58 -0.75 -1.65 -1.29
C 1.04 -1.51 -2.30 0.97
H -3.04 -1.47 -0.95 0.43
H 1.88 -2.38 -4.09 0.46
H 3.05 0.71 1.77 0.32
H 3.16 -1.34 -2.03 0.40
H 0.58 4.37 -1.45 0.28
H 1.16 2.77 3.87 0.32
C 0.19 2.28 1.99 0.15
H -4.47 0.92 -0.02 0.43
H -3.46 2.05 -2.29 0.42
Ni -0.05 0.41 -0.23 -0.34
H 0.54 2.33 0.31 0.19
H 1.49 -3.01 0.65 0.35
H -0.46 3.32 3.79 0.34
C 2.21 -1.39 -1.47 -1.26
P -2.13 0.73 -0.69 1.06
H -3.36 1.87 1.02 0.37
P 1.91 -0.72 0.14 0.83
N -0.22 1.05 1.62 0.70
H 3.54 2.02 -3.23 0.31
O 0.08 3.86 -2.12 -0.57
H 0.78 3.37 -2.59 0.31
C 3.19 0.49 0.70 -1.28
C 0.18 2.50 3.44 -0.53
H 4.20 0.10 0.56 0.46
H 1.14 -2.02 2.08 0.28
H -2.23 3.01 -1.38 0.37
H 2.84 -2.42 1.64 0.40
H -3.46 0.11 1.23 0.37
C -1.32 -1.31 -2.27 0.56
C -0.26 -2.59 -4.04 -0.47
C 0.96 -2.16 -3.56 -0.90
H -0.34 -3.24 -4.91 0.42
H 3.08 1.45 0.16 0.31
O 0.63 3.04 1.02 -0.45